# 1
{"formula": "C21H36Cl27FN2OP", "method": "ωB97M-V/def2-TZVPD", "species": ["C", "C", "C", "N", "C", "C", "C", "F", "N", "C", "C", "P", "O", "Cl", "H", "H", "H", "H", "H", "H", "H", "H", "H", "H", "C", "Cl", "Cl", "H", "H", "C", "Cl", "Cl", "H", "H", "C", "Cl", "Cl", "H", "H", "C", "Cl", "Cl", "H", "H", "C", "Cl", "Cl", "H", "H", "C", "Cl", "Cl", "H", "H", "C", "Cl", "Cl", "H", "H", "C", "Cl", "Cl", "H", "H", "C", "Cl", "Cl", "H", "H", "C", "Cl", "Cl", "H", "H", "C", "Cl", "Cl", "H", "H", "C", "Cl", "Cl", "H", "H", "C", "Cl", "Cl", "H", "H"], "xyz": [[4.140, -1.529, 1.310], [3.921, -0.967, -0.146], [3.021, -1.817, -1.098], [4.516, 0.152, -0.436], [4.132, 0.689, -1.689], [2.795, 1.227, -2.033], [2.607, 1.740, -3.394], [1.349, 2.210, -3.675], [3.610, 1.777, -4.344], [4.903, 1.323, -4.068], [5.209, 0.756, -2.761], [6.984, 0.178, -2.519], [7.469, 1.030, -1.139], [6.893, -1.893, -2.096], [4.133, -0.661, 2.035], [5.148, -2.047, 1.354], [3.356, -2.275, 1.601], [2.033, -1.259, -1.183], [3.409, -1.905, -2.151], [2.739, -2.823, -0.652], [1.971, 1.223, -1.267], [3.340, 2.165, -5.261], [5.653, 1.429, -4.897], [8.429, 0.908, -1.001], [-0.998, 1.253, -0.845], [0.234, 1.697, 0.348], [-1.550, -0.403, -0.604], [-1.846, 1.927, -0.744], [-0.573, 1.342, -1.843], [0.216, 5.598, 0.228], [0.180, 6.629, 1.661], [-0.942, 6.150, -0.989], [1.215, 5.622, -0.199], [-0.037, 4.581, 0.518], [-5.306, -1.336, -2.511], [-4.137, -2.529, -3.093], [-4.533, 0.221, -2.199], [-6.078, -1.202, -3.264], [-5.750, -1.699, -1.587], [2.275, -0.663, 4.946], [1.300, -1.857, 4.079], [2.901, 0.574, 3.846], [1.656, -0.183, 5.700], [3.113, -1.168, 5.420], [-6.921, 2.059, 0.330], [-5.296, 2.758, 0.304], [-6.860, 0.291, 0.334], [-7.434, 2.395, 1.226], [-7.462, 2.391, -0.553], [0.923, -5.851, -1.358], [1.770, -5.531, 0.162], [0.275, -4.362, -2.050], [1.622, -6.295, -2.063], [0.102, -6.538, -1.170], [3.793, -3.359, -4.765], [3.984, -1.597, -4.745], [5.091, -4.131, -5.677], [3.813, -3.726, -3.741], [2.840, -3.604, -5.227], [-8.675, 5.275, 2.702], [-8.087, 3.968, 3.737], [-8.601, 4.823, 0.995], [-9.707, 5.496, 2.964], [-8.057, 6.155, 2.861], [-1.330, 1.112, 6.581], [-1.246, 1.862, 4.983], [0.272, 1.002, 7.323], [-1.974, 1.711, 7.220], [-1.740, 0.110, 6.479], [-0.171, 1.737, -6.618], [1.310, 2.642, -6.970], [0.061, 0.006, -6.878], [-0.447, 1.903, -5.580], [-0.963, 2.091, -7.273], [-8.614, 0.552, 5.001], [-7.710, -0.585, 6.009], [-8.385, 0.208, 3.284], [-9.672, 0.472, 5.239], [-8.265, 1.560, 5.209], [-6.053, -2.563, 8.828], [-4.347, -2.844, 8.456], [-6.261, -1.973, 10.480], [-6.445, -1.821, 8.138], [-6.597, -3.497, 8.716], [9.546, -3.742, -4.386], [9.642, -2.983, -5.980], [11.146, -3.902, -3.655], [8.923, -3.128, -3.740], [9.106, -4.731, -4.492]], "energy_ha": -13872.6483, "charge": 1, "homo_ev": -12.0, "homo_lumo_gap_ev": 8.06, "largest_force_ha_per_bohr": 0.0623}

---

# 2
{"formula": "C3H8N4", "method": "ωB97M-V/def2-TZVPD", "species": ["C", "C", "C", "N", "N", "N", "N", "H", "H", "H", "H", "H", "H", "H", "H"], "xyz": [[-0.643, 0.107, -0.226], [-1.136, -0.431, -1.533], [-0.430, -0.175, 2.233], [2.165, 0.951, -0.868], [2.143, 2.045, -0.941], [2.294, -0.222, -0.716], [-0.700, -0.600, 0.831], [-0.259, 1.166, -0.112], [-0.518, -0.150, -2.396], [-2.169, -0.044, -1.588], [-1.122, -1.528, -1.407], [-1.576, 0.174, 2.472], [-0.090, -0.961, 2.914], [0.250, 0.598, 2.469], [1.790, -0.930, -1.132]], "energy_ha": -338.0011, "relative_energy_kj_mol": 400.88, "charge": 0, "homo_ev": -9.3, "homo_lumo_gap_ev": 10.37, "largest_force_ha_per_bohr": 0.0801}

---

# 3
{"formula": "C4H15N4", "method": "ωB97M-V/def2-TZVPD", "species": ["C", "C", "N", "N", "H", "H", "H", "H", "H", "H", "H", "H", "C", "N", "C", "N", "H", "H", "H", "H", "H", "H", "H"], "xyz": [[0.143, 1.020, 1.933], [-0.598, -0.290, 2.130], [0.288, -1.443, 1.879], [-0.723, 2.152, 2.246], [1.075, 1.022, 2.521], [0.483, 1.083, 0.900], [-1.048, -0.321, 3.129], [-1.428, -0.360, 1.426], [-0.223, -2.306, 2.022], [1.054, -1.458, 2.545], [-0.531, 2.574, 3.142], [-0.626, 2.863, 1.537], [-0.521, 0.060, -3.759], [1.076, -1.040, -0.551], [0.198, -0.425, -1.434], [0.481, -0.302, -2.796], [-0.560, 1.146, -3.928], [-1.525, -0.197, -3.397], [-0.330, -0.471, -4.688], [1.947, -1.247, -1.009], [0.858, -1.248, 0.498], [-0.805, -0.128, -1.151], [1.317, -0.684, -3.196]], "energy_ha": -380.3199, "relative_energy_kj_mol": 14.95, "charge": 0, "homo_ev": [-3.8, -7.9], "homo_lumo_gap_ev": [4.88, 8.91], "s_squared": 0.75, "largest_force_ha_per_bohr": 0.0374, "spin_multiplicity": 2}

---

# 4
{"formula": "C4H6INO", "method": "ωB97M-V/def2-TZVPD", "species": ["N", "C", "O", "C", "I", "C", "C", "H", "H", "H", "H", "H", "H"], "xyz": [[0.414, -2.322, 0.305], [-0.239, -1.309, -0.299], [-1.377, -1.362, -0.712], [0.536, 0.044, -0.264], [2.612, -0.062, -0.049], [-0.118, 1.125, 0.553], [-0.077, 1.160, -0.950], [1.041, -1.936, 0.950], [-0.169, -3.100, 0.464], [0.352, 1.802, 1.276], [-0.994, 0.957, 1.083], [-0.966, 1.024, -1.367], [0.578, 1.977, -1.337]], "energy_ha": -583.6686, "relative_energy_kj_mol": 133.64, "charge": 0, "homo_ev": -9.5, "homo_lumo_gap_ev": 9.92, "smiles": "NC(=O)C1(I)CC1", "largest_force_ha_per_bohr": 0.1011}

---

# 5
{"formula": "C2H14N2O3", "method": "ωB97M-V/def2-TZVPD", "species": ["N", "C", "C", "N", "H", "H", "H", "H", "H", "H", "H", "H", "O", "H", "H", "O", "H", "H", "O", "H", "H"], "xyz": [[0.426, -2.499, -1.542], [-0.356, -1.279, -1.732], [0.509, 0.057, -2.080], [0.251, 1.232, -1.205], [1.321, -2.453, -1.912], [-0.011, -3.247, -2.058], [-1.046, -1.107, -0.898], [-0.901, -1.387, -2.745], [1.637, -0.150, -1.883], [0.572, 0.199, -3.140], [0.252, 2.193, -1.644], [-0.411, 1.286, -0.384], [1.600, -0.168, 1.418], [0.731, -0.559, 1.232], [1.514, 0.381, 0.648], [-2.126, 0.703, 1.473], [-1.470, 0.953, 2.152], [-2.914, 0.559, 1.951], [-0.151, 1.466, 2.814], [-0.140, 2.405, 2.596], [0.625, 1.124, 2.542]], "energy_ha": -419.7660, "relative_energy_kj_mol": 194.06, "charge": 0, "homo_ev": -8.9, "homo_lumo_gap_ev": 9.68, "smiles": "NCCN.O.O.O", "largest_force_ha_per_bohr": 0.1036}

---

# 6
{"formula": "C5H13N3", "method": "ωB97M-V/def2-TZVPD", "species": ["C", "C", "N", "C", "C", "N", "C", "N", "H", "H", "H", "H", "H", "H", "H", "H", "H", "H", "H", "H", "H"], "xyz": [[0.690, 1.275, 2.272], [-0.438, 0.654, 1.495], [-0.182, -0.810, 1.448], [-0.221, 1.081, -0.033], [-1.093, 0.258, -1.115], [-0.402, 0.109, -2.396], [0.410, -0.922, -2.563], [0.367, -2.201, -1.968], [1.644, 0.862, 1.910], [0.700, 1.194, 3.249], [0.721, 2.319, 1.861], [-1.425, 0.934, 1.961], [-0.023, -1.190, 2.339], [0.525, -0.983, 0.699], [0.786, 1.211, -0.464], [-0.512, 2.249, 0.048], [-1.315, -0.715, -0.692], [-2.145, 0.836, -1.329], [1.083, -0.886, -3.420], [-0.024, -2.310, -1.055], [0.854, -2.964, -2.249]], "energy_ha": -362.4903, "relative_energy_kj_mol": 241.48, "charge": 0, "homo_ev": -8.7, "homo_lumo_gap_ev": 9.65, "smiles": "C[C@H](N)CC/N=C\\N", "largest_force_ha_per_bohr": 0.1243}

---

# 7
{"formula": "C2F3O3S", "method": "ωB97M-V/def2-TZVPD", "species": ["C", "C", "O", "O", "O", "F", "F", "F", "S"], "xyz": [[1.074, 1.415, 0.107], [1.616, 1.598, -1.002], [-0.826, -0.277, 1.420], [-1.205, -2.739, 0.668], [0.013, -1.061, -0.544], [-2.463, -0.693, -0.187], [0.553, 1.932, 1.225], [2.201, 1.141, -2.112], [-0.964, -1.314, 0.424]], "energy_ha": -999.5072, "charge": -1, "homo_ev": [-3.1, -5.6], "homo_lumo_gap_ev": [6.94, 5.80], "s_squared": 2.01, "largest_force_ha_per_bohr": 0.1413, "spin_multiplicity": 3}

---

# 8
{"formula": "C3H3NO2S", "method": "ωB97M-V/def2-TZVPD", "species": ["C", "C", "C", "N", "O", "O", "S", "H", "H", "H"], "xyz": [[-0.617, 1.861, 0.020], [0.302, -1.051, 0.306], [1.504, -0.583, 0.434], [-0.660, 0.974, -0.769], [-0.500, 2.902, 0.578], [-1.842, -1.626, -0.806], [-1.125, -1.749, 0.524], [2.341, -1.217, 0.475], [1.716, 0.368, 0.274], [-1.120, 0.121, -1.038]], "energy_ha": -719.4213, "relative_energy_kj_mol": 417.41, "charge": 0, "homo_ev": [-9.6, -9.6], "homo_lumo_gap_ev": [8.73, 8.73], "largest_force_ha_per_bohr": 0.0876}

---

# 9
{"formula": "C24H37F12NO11", "method": "ωB97M-V/def2-TZVPD", "species": ["C", "C", "O", "C", "O", "C", "F", "F", "F", "H", "H", "H", "H", "H", "C", "C", "O", "C", "O", "C", "F", "F", "F", "H", "H", "H", "H", "H", "C", "C", "O", "C", "O", "C", "F", "F", "F", "H", "H", "H", "H", "H", "C", "C", "O", "C", "O", "C", "F", "F", "F", "H", "H", "H", "H", "H", "C", "O", "C", "C", "O", "C", "C", "O", "C", "H", "H", "H", "H", "H", "H", "H", "H", "H", "H", "H", "H", "H", "H", "C", "C", "N", "H", "H", "H"], "xyz": [[1.837, 1.111, -1.114], [2.428, -0.141, -0.517], [2.528, -0.066, 0.919], [1.425, -0.318, 1.597], [0.340, -0.565, 1.159], [1.676, -0.300, 3.120], [1.367, -1.487, 3.641], [2.930, -0.004, 3.447], [0.876, 0.625, 3.681], [1.113, 1.565, -0.437], [1.387, 0.989, -2.094], [2.540, 1.947, -1.236], [3.416, -0.375, -0.895], [1.752, -0.942, -0.806], [4.137, 4.308, 2.030], [3.227, 3.136, 2.300], [1.932, 3.374, 1.728], [0.929, 3.674, 2.543], [0.979, 3.803, 3.728], [-0.344, 3.998, 1.741], [-0.370, 3.375, 0.560], [-1.424, 3.649, 2.432], [-0.382, 5.324, 1.530], [4.281, 4.496, 0.970], [5.098, 4.116, 2.513], [3.757, 5.198, 2.537], [3.138, 3.002, 3.377], [3.611, 2.206, 1.886], [-6.912, -0.728, 0.755], [-5.492, -1.230, 0.886], [-4.617, -0.392, 0.108], [-3.611, 0.196, 0.730], [-3.180, -0.046, 1.816], [-2.941, 1.265, -0.161], [-2.796, 2.376, 0.558], [-1.719, 0.848, -0.540], [-3.631, 1.541, -1.263], [-7.280, -0.900, -0.259], [-6.986, 0.335, 0.970], [-7.570, -1.301, 1.408], [-5.380, -2.246, 0.504], [-5.206, -1.288, 1.936], [-1.661, -2.288, 3.826], [-3.129, -2.168, 4.097], [-3.504, -3.047, 5.169], [-4.783, -3.100, 5.452], [-5.655, -2.452, 4.940], [-5.109, -4.158, 6.524], [-6.175, -4.859, 6.137], [-4.099, -5.000, 6.739], [-5.409, -3.549, 7.688], [-1.094, -1.786, 4.609], [-1.435, -1.745, 2.906], [-1.345, -3.317, 3.672], [-3.730, -2.426, 3.223], [-3.388, -1.140, 4.349], [6.298, -0.583, -4.406], [6.088, 0.789, -4.655], [4.764, 1.106, -5.041], [3.753, 1.043, -3.918], [3.361, -0.274, -3.531], [2.575, -0.946, -4.501], [1.741, -2.003, -3.821], [0.804, -1.456, -2.925], [0.037, -2.436, -2.246], [7.369, -0.741, -4.298], [5.967, -1.202, -5.254], [5.775, -0.934, -3.514], [4.473, 0.491, -5.901], [4.815, 2.148, -5.363], [2.859, 1.588, -4.253], [4.166, 1.489, -3.015], [3.249, -1.514, -5.156], [1.989, -0.246, -5.103], [2.418, -2.701, -3.310], [1.195, -2.583, -4.583], [0.642, -3.290, -1.929], [-0.765, -2.799, -2.905], [-0.425, -1.956, -1.384], [-1.190, 0.652, -4.030], [-2.296, 0.645, -4.994], [-3.161, 0.639, -5.749], [-1.441, -0.096, -3.284], [-1.170, 1.634, -3.559], [-0.236, 0.445, -4.494]], "energy_ha": -3017.4901, "relative_energy_kj_mol": 0.00, "charge": 0, "homo_ev": -9.9, "homo_lumo_gap_ev": 10.22, "smiles": "CCOC(=O)C(F)(F)F.CCOC(=O)C(F)(F)F.CCOC(=O)C(F)(F)F.CCOC(=O)C(F)(F)F.COCCOCCOC.CC#N", "largest_force_ha_per_bohr": 0.0349}